# 1
34
Properties=species:S:1:pos:R:3 method="wB97M-V/def2-TZVPD" largest_force_ev_per_a=2.0 multiplicity=2 charge=+1 homo_ev="-11.629 / -11.613"
H -1.35751 3.20289 -1.77733
H -1.95111 2.52847 -3.13836
N 0.95575 2.53086 -2.87470
N -0.42411 0.92944 -3.78596
H 0.25444 -0.37727 4.42187
H -0.29812 -1.15878 -2.33081
H 0.38991 0.39882 -4.06878
C -0.22375 -1.00155 1.64116
H 1.30348 0.48745 1.66960
O 0.65329 -1.73843 -0.46741
C -0.18284 1.68810 -2.57337
H 1.81495 -1.71833 1.20736
H -0.17807 0.97007 2.49505
O -1.06471 -0.52335 0.66844
C 0.21870 0.91399 -1.28902
H -0.12110 1.46142 -0.40993
H -1.64322 -1.89433 -1.12314
H 1.28288 0.67328 -1.24695
H 0.72776 3.16438 -3.63480
H -0.47576 -2.35332 3.14331
F 1.86742 -1.34784 3.70256
C 0.78880 -1.91807 0.88638
Ag 0.73142 -3.58332 3.20758
N -1.47080 2.32198 -2.26825
P -0.65893 -0.77101 -1.00906
H -1.23667 0.32719 -3.72823
C 1.05362 -0.14992 3.71665
H 1.26533 3.07763 -2.07904
H 1.67901 0.64048 4.12170
H 0.54049 -2.99446 1.10359
N -1.09254 -1.69311 2.62189
H -1.86693 -0.01404 -1.27291
C 0.52219 0.14210 2.35045
H -1.80328 -2.22139 2.12047

---

# 2
115
Properties=species:S:1:pos:R:3 method="wB97M-V/def2-TZVPD" largest_force_ev_per_a=12.3 multiplicity=1 charge=+1 homo_ev=-11.309
H -1.58382 0.49764 2.80467
H -1.39982 7.26164 0.32467
H 2.65918 -5.71536 -1.00533
O -0.09782 2.37964 4.12167
C -0.63482 -4.45036 0.63767
H 1.75418 -0.66436 -3.99033
H 1.45318 3.24864 -1.03733
O -3.34282 4.98964 0.29467
O 3.75518 -3.47236 0.08667
H -0.29682 -5.63136 3.36167
H -0.33082 -1.98336 1.57967
H -0.67782 4.52764 -0.35133
O -3.70682 -6.18936 -0.14033
O -2.26582 7.54664 0.68667
O 0.38518 3.04864 0.52167
H -3.31682 -2.71436 2.72067
O 0.73018 7.54364 0.15867
H -0.62282 -7.43836 2.09567
H -1.33882 -4.64436 5.24167
H -1.75382 -1.59236 -2.78533
H 3.43018 6.83964 -0.39233
O 2.91818 6.14264 -0.64233
H -2.20082 0.65864 -1.72233
H 2.70218 6.42664 -1.57133
H 4.10718 2.33064 -1.59933
H 0.52918 2.60364 3.41467
H -3.55882 2.32364 -1.91833
H 3.34718 -0.39836 2.14267
H 0.93318 5.08764 0.15067
O -2.09882 -2.36336 -2.50633
H -1.44182 -4.37736 1.43667
H -2.57582 -6.33336 -1.89633
H 1.52418 6.90764 0.06967
H -0.42082 -0.03536 3.59167
H 0.96518 4.56264 -4.42533
H 5.17018 2.82064 -2.99333
O 0.46718 -3.46336 0.55567
N 0.58118 0.22564 -0.00733
H 2.03518 0.91664 -1.49633
H -2.46282 1.32664 -0.59833
O 2.08818 -1.63736 -4.13033
O -1.22482 -8.27236 2.24167
H -3.63582 -6.27836 0.88467
O 4.48718 2.16764 -2.45133
O -4.43582 -1.83936 -0.77033
H 3.63318 4.43764 0.14667
H -0.34982 4.84164 1.21767
H -0.14282 -5.42836 0.80067
O 0.45618 -6.08136 3.13867
O -1.19682 -4.38536 4.35167
O -4.73882 -3.58936 1.32367
H 4.52318 -0.27036 1.65667
O -0.82582 0.23364 -3.50733
H -1.19282 -2.09236 0.09567
H 0.36218 7.37864 3.27867
H -2.71382 -1.19536 3.14967
H 3.24218 -3.72736 0.91767
H -5.17082 -1.85036 -1.36233
O 3.85618 -1.65236 -1.77633
H -3.46782 -1.77936 -1.10033
H 2.07518 -1.31636 0.09267
H -0.89682 1.22964 -3.53833
H 0.87518 8.31564 0.55767
H -0.55482 -5.71736 -2.92933
O -1.95082 0.60964 -0.71933
H -3.16382 3.43564 -0.68733
H 0.69318 6.68664 2.04167
H -1.93282 -8.10536 2.83167
H 4.00218 -2.39236 -1.25033
O -2.90082 2.53564 -1.20733
H 1.80018 5.28064 -3.50033
H -2.62582 -7.35336 -2.83133
H -3.03582 5.83264 0.66667
H 4.24318 -1.02136 -1.42533
H -2.21682 8.53064 0.75467
H -3.61782 4.60464 1.14467
C 0.12818 4.46164 0.40867
H -0.64582 -0.26836 -4.24633
O 1.07618 6.82664 2.91767
H -4.30782 -2.89536 0.66167
C 0.69418 2.55264 -0.72333
O 0.31318 -6.01636 -3.29533
H -0.50182 4.55964 -2.96933
H 4.78418 3.73564 0.61867
H 4.41618 -4.28236 -0.03033
H -0.11882 2.54964 -1.40633
H -2.29582 -3.05436 -3.12133
O 3.75218 0.22964 1.65667
O 1.19818 4.62464 -3.34633
O -2.42282 -6.46836 -2.69833
H -0.91182 -4.69736 -0.24733
H 1.16318 -5.57336 2.94067
H -0.37182 1.62364 3.62467
H 2.29518 1.56964 3.53767
H 2.32818 1.56664 -0.00933
O 3.74018 3.53464 0.41867
H 1.00418 -1.40636 -1.31433
O -2.49482 -2.23236 2.85667
O 1.72218 -5.79436 -0.88933
O 2.60218 2.47464 3.12567
C -0.08182 -2.13036 0.56667
H -0.35982 0.49364 -0.60633
H 2.35318 -1.83136 -3.21033
C 0.96418 -1.21136 -0.16333
H -4.28082 -4.30036 0.96167
H -1.93782 4.26864 -2.14433
H 0.82518 -5.83636 -2.41033
H 0.30018 0.60964 1.00167
O -0.65782 0.35364 2.74567
C 1.55318 1.16064 -0.56933
H -1.69282 -3.80136 3.78467
H 1.68018 -5.00436 -0.33133
O -1.49082 4.87964 -2.87733
H 2.66318 2.29364 2.11267
H -4.64782 -6.44936 -0.35533

---

# 3
96
Properties=species:S:1:pos:R:3 method="wB97M-V/def2-TZVPD" largest_force_ev_per_a=1.0 multiplicity=1 charge=0 homo_ev=-9.971
H -7.91764 -0.98747 3.61797
H -5.70640 0.06171 3.24536
H -0.75990 -4.82187 -0.85384
H -0.67815 1.09411 -3.27921
O 3.80875 0.44290 -0.65641
H 2.46263 2.00953 1.43064
O 5.37448 -0.90446 0.36563
H -7.78103 1.41305 1.91260
O 1.11293 2.60913 -0.00974
H -5.87621 1.91878 4.92258
C -3.19307 3.91670 0.19529
C 2.38324 2.10423 0.35153
H -0.75259 -0.95992 4.25517
C -7.68204 -0.02719 4.07556
H -0.10029 6.18045 -4.66534
C -2.04164 1.69183 -0.02490
H -0.99142 0.76332 -4.99169
C 5.30076 -0.20098 1.60394
H 0.56850 -1.31313 3.14281
C 0.27037 -0.69997 -4.00426
H 1.08914 5.29373 -3.69977
H -3.49973 4.69445 0.89462
H 3.20678 2.73298 0.03082
H 0.40128 -3.49021 -0.79116
H 2.48262 5.11049 -7.19886
O 2.18753 -4.77627 0.79696
H 1.01789 -6.33345 -1.95712
H 1.24322 -2.28200 -5.10648
H 5.75840 0.77525 1.49663
H 2.85298 5.64193 -5.55874
H 3.12004 -2.13011 2.62901
H -0.44771 4.53410 -4.11192
H 4.40688 -4.13495 2.12948
Br 6.75391 0.38804 4.47684
H -2.25066 -1.84348 2.50093
H 2.57712 -6.55622 -1.14659
O 1.21960 -0.73235 -2.93479
C -0.23809 0.71788 -4.20424
H 2.18773 -5.00679 -1.89565
H -2.30430 -4.39290 3.96951
C 1.77022 -5.84804 -1.33481
H 0.16066 -1.28276 -6.08999
H 0.18656 4.49131 -6.50642
H -0.38897 -4.03168 0.68360
O 1.47052 3.31612 -5.50211
C 1.16959 -5.35847 -0.02676
O 5.50919 -2.34523 3.65578
H 0.94019 3.40707 0.49751
H -2.54685 4.36267 -0.56199
O -3.32784 2.25113 1.95102
C -2.48629 2.78625 0.92811
C 0.33349 5.19659 -4.48418
C 4.23344 -0.86335 -0.42822
H 4.51976 -1.33085 -1.36034
H -8.59757 0.57044 4.08763
Si 4.12045 -3.09311 3.12539
H -2.90897 1.24793 -0.52361
C 0.03703 -4.37189 -0.25931
C -6.59789 0.68948 3.28678
C -0.85675 -2.91889 3.34456
Si 6.28518 -1.12182 2.89822
O -1.61958 -2.51185 2.20899
H -2.49057 -2.82245 4.75095
C -0.07391 -1.74573 3.91127
H -4.11343 1.88681 1.52313
H 1.83651 0.73901 -1.14229
H 1.66212 6.52652 -6.52332
H 2.54178 -4.01325 0.32653
C -6.23705 2.03158 3.90012
H 0.79885 -6.21155 0.54320
H 2.10355 0.01179 0.44206
H -7.37264 -0.19885 5.10673
H -1.18203 -3.90530 5.24974
H 7.56938 -1.54821 2.32799
H 0.54878 -2.05659 4.75125
H -7.10525 2.69686 3.91383
H -1.53024 0.89822 0.51932
H 0.57852 1.38931 -4.47561
H 4.28483 -0.01060 1.92047
C 0.95853 4.62650 -5.74835
H 1.96560 -0.17967 -3.19707
H -4.09179 3.53995 -0.29983
H 1.73616 -0.65618 -5.58688
H -0.15895 -3.66842 2.96614
H -5.46087 2.51398 3.30808
C 2.47378 0.73734 -0.27163
C 0.88414 -1.26627 -5.27467
H 2.16081 3.39294 -4.83343
H 3.53452 -3.75963 4.30285
C 2.05015 5.53398 -6.29310
H -1.61665 3.18303 1.45522
C -1.75764 -3.55137 4.39386
O -6.99342 0.85813 1.92237
H -1.36061 2.07313 -0.78401
H 3.43434 -1.44409 0.03142
H -0.54881 -1.34286 -3.67937

---

no.,energy (a.u.)
1,-1197.2807
2,-2735.9356
3,-4780.2754